Entry 1:
60
Properties=species:S:1:pos:R:3 method="wB97M-V/def2-TZVPD" charge=+1 e_above_lowest_kj_mol=95.5 homo_energy_ev=-11.86 multiplicity=1 gap_ev=9.5215
N 0.04326 -0.74761 0.08176
C -0.36404 0.60656 -0.29143
C -1.90109 0.44565 -0.70201
C -2.70980 -0.41577 0.24443
N -2.11308 -0.33489 1.61808
C 0.27177 1.27018 -1.53131
N 1.65108 1.70433 -1.29102
H 0.99092 -0.59007 0.39688
H -2.96601 1.97231 3.63929
H -0.12758 -1.53018 -0.53372
H -0.37808 1.27988 0.57034
H -1.94102 -0.12145 -1.66529
H -2.30883 1.42737 -0.99699
H -2.67577 -1.46931 -0.01354
H -3.65814 0.12437 0.41377
H -2.57118 -0.66752 2.45966
H -1.84827 0.61499 1.88385
H 0.18573 0.55429 -2.35026
H -0.48312 2.05533 -1.66320
H 1.52802 2.67456 -0.99795
H 2.23202 1.77217 -2.12587
H 3.15534 0.93674 1.62055
H 2.21886 1.26162 0.54657
O 2.19862 1.07122 1.52545
H -2.55257 3.44968 3.36754
H -1.13256 2.98070 3.38108
O -1.77419 3.44377 3.94216
H 1.03195 1.93927 3.81915
H 0.93616 1.28433 2.54989
O 0.32582 1.52276 3.30333
H -1.47304 2.71502 -4.59958
H -0.49820 2.20496 -5.61886
O -0.76770 2.06563 -4.70399
H 0.30623 -2.58278 1.69061
H 0.97495 -1.94764 2.93418
O 0.13712 -2.02592 2.46495
H 5.94935 0.02737 0.67791
H 5.57819 1.15168 1.53540
O 5.15744 0.51432 0.94076
H -0.07409 -4.39115 -0.12414
H -1.53601 -3.98215 0.28689
O -0.60350 -3.75828 0.36663
H -1.13221 -0.74298 1.60854
H -3.58285 0.74419 4.30923
O -3.48154 1.16801 3.44945
H 3.66325 -2.44276 -0.70562
H 2.94890 -1.07274 -1.10771
O 3.25780 -1.93200 -1.41008
H -5.19697 2.62192 0.93240
H -4.36748 2.16632 2.21886
O -4.48139 2.84380 1.53204
H 0.06894 -1.44407 -2.62078
H 0.18384 -2.87689 -2.78581
O -0.51997 -2.20865 -2.69184
H 2.39361 -3.81612 -3.08455
H 2.04932 -3.97677 -1.54399
O 1.70303 -3.92266 -2.43319
H 2.57382 -1.91278 -4.04302
H 2.79712 -0.72882 -4.80505
O 2.70777 -0.97333 -3.87087


Entry 2:
60
Properties=species:S:1:pos:R:3 method="wB97M-V/def2-TZVPD" charge=+1 e_above_lowest_kj_mol=548.5 homo_energy_ev=-12.92 multiplicity=1 gap_ev=10.3850
C 0.02317 2.13655 0.75342
C -0.27329 0.75690 0.07294
C 0.91691 0.09185 -0.64139
C 0.68163 -1.49531 -0.56009
O 1.07003 -1.86905 0.69937
N -1.24343 0.89484 -1.06849
H -0.70098 2.35563 1.60462
H -0.41754 2.74088 -0.02924
H 1.02274 2.50387 0.93156
H -0.68880 0.05778 0.79378
H 1.14686 0.46763 -1.70808
H 1.82072 0.36074 -0.20738
H -0.39215 -1.68406 -0.63139
H 1.20724 -2.09514 -1.28846
H 1.96220 -1.57336 0.98820
H -0.65189 1.44161 -1.74094
H -1.59396 -0.00808 -1.36550
H -2.08134 1.41004 -0.89636
H 3.72122 3.46249 0.91598
H 4.34086 2.17922 1.74967
O 4.14241 2.60984 0.93403
H -3.77289 -2.85200 1.77725
H -2.55944 -2.34129 2.38678
O -3.47939 -2.13353 2.41825
H -1.22691 4.02480 -2.16407
H -2.54948 3.22576 -2.12102
O -1.66649 3.25801 -1.79310
H 1.84176 0.40052 -4.41714
H 1.06281 -0.21779 -3.34014
O 1.97606 0.16874 -3.48284
H -4.38990 -0.01396 1.56130
H -3.25572 -0.45178 2.47656
O -3.47836 0.17218 1.71805
H 1.43682 -3.47740 2.77650
H 0.93324 -3.79424 1.24156
O 0.77364 -3.79775 2.16648
H 3.87454 -2.67983 1.84729
H 3.56196 -1.95326 0.51629
O 3.61794 -1.83349 1.45760
H -2.36051 2.75548 3.62265
H -2.09948 1.36849 3.10723
O -1.64969 2.14456 3.48702
H 3.22772 -0.78329 -2.51835
H 4.60152 -0.29343 -2.43268
O 3.96217 -0.86917 -1.91559
H -0.21933 -2.33278 2.32341
H -0.29051 -1.40901 3.50807
O -0.83897 -1.78862 2.82846
H 2.23668 3.16610 -2.63850
H 2.39177 3.17254 -1.08422
O 1.81178 3.43280 -1.84382
H -1.95942 -3.68800 -1.01705
H -3.16045 -3.56176 -1.93511
O -2.28755 -3.12035 -1.72809
H -0.53350 -2.08702 -3.11354
H 0.27076 -1.66240 -4.34663
O -0.26487 -1.33948 -3.62964
H -3.48981 3.71476 0.75296
H -3.75010 2.17606 0.92940
O -3.45113 2.83465 0.33890


Entry 3:
62
Properties=species:S:1:pos:R:3 method="wB97M-V/def2-TZVPD" e_above_lowest_kj_mol=474.8 homo_energy_ev=-9.07 multiplicity=1 gap_ev=9.0417
C 0.94345 0.47305 0.82763
N -0.03771 -0.57454 1.23786
C -1.43983 -0.22626 1.09593
C -2.40967 -1.33836 0.85564
C -3.89383 -0.98279 1.29452
O -2.32536 -1.58439 -0.53843
H 1.16083 0.85342 -0.12789
H 0.49684 1.29635 1.33881
H 1.92457 0.20664 1.46122
H 0.19751 -1.48139 0.99554
H -1.82166 0.54129 0.29136
H -1.59344 0.28376 2.05955
H -2.15696 -2.32842 1.30341
H -4.13757 -0.19913 2.03897
H -4.48426 -1.78912 1.68750
H -4.62410 -0.74736 0.31068
H -2.71579 -0.80116 -1.02416
H 2.56126 4.61702 -1.53803
H 2.83088 3.23821 -1.77568
O 2.41440 3.77847 -1.13801
H 3.21342 3.53451 1.55337
H 2.28955 2.95169 2.51413
O 3.15558 2.84504 2.29608
H -1.05004 -4.48501 1.67590
H -1.10749 -3.75697 0.29494
O -0.55013 -3.93714 1.10068
H 0.38956 -3.49737 -3.72640
H 1.55362 -4.14800 -2.76670
O 0.94974 -4.25116 -3.48112
H 0.47171 0.40890 3.53966
H 0.77624 0.70344 5.04923
O 0.11799 0.85752 4.32848
H 2.36252 -3.95322 0.34090
H 1.01233 -4.38146 0.20219
O 1.65861 -4.00548 -0.46155
H -1.14639 2.86039 -0.22480
H -1.05634 3.41144 -1.54440
O -1.76689 3.03257 -0.97130
H 0.88062 -1.49420 -0.96814
H 1.65791 -2.59485 -1.34013
O 1.52716 -1.74978 -1.66261
H 0.99269 1.67168 -2.70566
H 0.44464 2.28339 -1.34215
O 0.16847 1.99793 -2.27654
H -1.65950 0.68968 -2.78546
H -2.25206 1.50845 -1.59568
O -2.38641 0.58261 -2.06857
H -1.18773 4.17515 0.55632
H -0.44647 3.44623 1.71537
O -0.38924 3.77144 0.86001
H -2.44508 -3.40294 -1.90701
H -2.40087 -4.75686 -2.50795
O -2.87489 -4.26289 -1.88524
H 3.86575 0.09911 -0.09677
H 3.10652 -0.78120 -1.16381
O 3.86269 -0.23429 -0.98082
H -0.66729 2.37258 4.00569
H -1.94854 2.91797 3.46550
O -1.09160 2.92614 3.25202
H 3.61752 0.88034 -2.17616
H 3.92697 1.10180 -3.79897
O 3.53557 1.42750 -2.96897


Entry 4:
77
Properties=species:S:1:pos:R:3 method="wB97M-V/def2-TZVPD" charge=-1 homo_energy_ev=-5.18 multiplicity=1 gap_ev=6.7923
C 2.51752 -1.66132 1.00647
C 2.80652 -1.17131 -0.39070
Cl 3.19863 -2.63593 -1.43449
C 1.69701 -0.33691 -1.06095
In 0.08566 0.37049 0.30780
S -0.93955 2.55110 -0.42159
C -1.50827 -1.19113 0.63317
O -2.26682 -1.50456 -0.55192
O -1.85318 -2.80121 -0.99091
H 2.82035 -0.88487 1.68727
H 3.14639 -2.51159 1.21087
H 1.49608 -1.98954 1.15981
H 3.70384 -0.57462 -0.34740
H 2.16210 0.54905 -1.47475
H 1.32390 -0.88103 -1.91681
H 0.83133 0.63088 1.91363
H -0.96381 3.30830 0.67938
H -1.02322 -2.07833 1.01225
H -2.17619 -0.84557 1.41795
H -1.74628 -2.65715 -1.94416
O 4.21791 -0.10009 3.20186
H 3.76952 -0.57185 3.91259
H 5.05637 -0.56345 3.10407
O -4.97666 -2.55527 0.04752
H -4.04475 -2.29435 -0.03977
H -5.46131 -1.82824 -0.36704
O -6.78572 -1.80548 -2.42759
H -7.16309 -1.61438 -3.29143
H -6.43800 -2.70061 -2.51602
O -8.05365 -4.48112 -1.99014
H -7.39773 -4.18342 -1.34819
H -8.83365 -4.66228 -1.45601
O 3.38061 -3.44025 3.32635
H 2.96102 -3.90532 4.06111
H 4.22162 -3.89434 3.21583
O -5.30466 -2.54770 2.91864
H -5.38054 -2.49634 1.95084
H -4.82331 -1.75064 3.16127
O -1.99327 0.78407 -3.16614
H -2.55126 0.34917 -2.51097
H -1.72697 1.60141 -2.72542
O 4.54232 1.66895 -0.60433
H 4.62147 2.14583 0.22801
H 4.83914 2.30645 -1.26021
O -2.81669 4.29603 -2.38817
H -2.09819 3.98157 -1.80739
H -2.41130 5.02855 -2.86686
O -5.22190 6.17958 -2.63805
H -5.67418 5.74236 -1.90989
H -4.39165 5.69092 -2.71616
O 4.47064 -4.93015 0.77953
H 4.05911 -4.64669 -0.05271
H 4.82842 -5.80431 0.59096
O 5.34769 -5.86520 3.77129
H 4.95571 -5.63375 2.91771
H 5.71984 -6.74051 3.62330
O 5.52128 4.18444 0.54416
H 6.24903 3.88961 1.10230
H 5.87597 4.95113 0.07485
O 3.05335 5.45222 1.38749
H 2.59759 5.02276 2.12454
H 3.86323 4.93674 1.27777
O 6.87475 6.75594 -0.53644
H 7.78719 7.04570 -0.63649
H 6.34570 7.47792 -0.89274
O 1.04250 3.53012 2.66916
H 0.46289 3.47000 3.43504
H 0.58425 3.02769 1.98040
O 0.65181 -4.75659 3.01913
H 1.48389 -4.27704 2.91814
H 0.29864 -4.80834 2.12466
O -5.92171 7.10849 -5.53423
H -5.07042 7.47442 -5.79309
H -5.86395 7.02784 -4.57250
O -4.58608 -4.03749 -2.65258
H -3.90836 -4.56222 -3.08979
H -4.09645 -3.35721 -2.17311


Entry 5:
13
Properties=species:S:1:pos:R:3 method="wB97M-V/def2-TZVPD" charge=+1 e_above_lowest_kj_mol=0.0 homo_energy_ev="-10.72 / -13.65" multiplicity=2 gap_ev="5.3750 / 8.3095"
O 0.81483 1.11320 0.06927
C 1.89579 0.30700 0.12238
C -0.43725 0.58353 0.31043
O 3.00593 0.82268 -0.04403
O 1.73579 -0.93361 0.34514
C -1.17254 0.07771 -0.78570
Li 3.75310 -1.00545 0.16045
H -0.62141 0.46559 1.38169
H -0.83256 0.10892 -1.82218
C -2.44390 0.23845 -0.22984
H -2.77224 -0.32605 0.64534
H -3.15849 0.91236 -0.70283
Ag 0.23293 -2.36432 0.54988


Entry 6:
15
Properties=species:S:1:pos:R:3 method="wB97M-V/def2-TZVPD" e_above_lowest_kj_mol=3.4 homo_energy_ev="-8.23 / -9.28" multiplicity=2 gap_ev="7.3301 / 8.3862"
O 0.09932 1.06432 -0.59489
O -0.05178 -0.52265 0.90220
C 1.82334 -1.91833 -0.40245
C 2.97555 -1.00772 -0.11720
O 2.49436 0.29824 0.09690
C -0.60362 0.33687 0.15761
H 1.53287 -2.69905 0.30587
H 1.23767 -1.78117 -1.31766
H 3.68391 -1.01802 -0.96736
H 3.53056 -1.36631 0.76908
O -2.82047 -0.56241 0.43784
O -2.65429 1.52550 -0.25972
C -2.14758 0.44423 0.11790
Be 1.02734 0.17390 0.15884
Li -4.38947 0.60784 0.06538


Entry 7:
10
Properties=species:S:1:pos:R:3 method="wB97M-V/def2-TZVPD" e_above_lowest_kj_mol=205.7 homo_energy_ev=-9.55 multiplicity=1 gap_ev=9.7520 smiles="C#CC(=C)Br.Br"
C -1.21224 1.02509 0.58833
C -0.75163 0.19907 -0.21656
C -0.37189 -1.03082 -0.97831
C 0.30538 -2.13464 -0.62817
Br -1.00100 -0.93920 -2.85213
H -1.11607 1.85785 1.18483
H 0.60229 -2.91388 -1.27387
H 0.43459 -2.24117 0.42506
Br 1.01267 3.44454 1.79901
H 2.09790 2.73317 1.95181


Entry 8:
10
Properties=species:S:1:pos:R:3 method="wB97M-V/def2-TZVPD" e_above_lowest_kj_mol=94.2 homo_energy_ev=-9.92 multiplicity=1 gap_ev=10.5813 smiles="Br[C@H]1C=C[C@@H]1Br"
Br 2.23626 -1.09552 -0.14521
C 0.49128 -0.58379 0.48937
C 0.39367 0.92185 0.60350
C -0.47296 1.06818 -0.38581
C -0.52630 -0.42182 -0.65018
Br -2.13985 -1.32772 -0.02081
H 0.32889 -1.17222 1.27126
H 0.98309 1.55099 1.38404
H -0.98504 1.82277 -0.74620
H -0.30905 -0.76272 -1.79996


Entry 9:
13
Properties=species:S:1:pos:R:3 method="wB97M-V/def2-TZVPD" charge=-1 e_above_lowest_kj_mol=417.8 homo_energy_ev=-4.54 multiplicity=1 gap_ev=7.7161
C 2.30331 1.80754 -0.27893
C -2.35406 -1.04265 0.46905
C 1.79950 0.09961 0.00351
C -1.40953 -1.05266 -0.64480
O 2.19774 2.35918 0.77746
O 2.43595 2.08293 -1.44470
Cl 0.08966 0.35565 0.14689
Cl -2.01182 -0.03169 -1.85088
Br 2.53986 -0.88876 1.46874
H -2.46709 -0.08616 0.87999
H -1.75062 -1.71861 1.12043
H -3.29000 -1.34095 0.24918
H 1.91710 -0.54344 -0.89595


Entry 10:
13
Properties=species:S:1:pos:R:3 method="wB97M-V/def2-TZVPD" e_above_lowest_kj_mol=162.9 homo_energy_ev=-9.04 multiplicity=1 gap_ev=9.0578
C -1.51200 -0.94543 0.16136
C -0.08599 -0.70839 -0.05448
C 0.58587 0.41451 0.04009
C 2.01822 0.45722 -0.21413
O -2.13686 1.82750 0.67191
F 2.61799 -0.33639 0.67569
F 2.53823 1.64965 -0.05932
F 2.36994 0.05164 -1.49170
Br -2.62880 0.66902 -0.35144
H -2.03467 -1.58315 -0.60815
H -2.08868 -1.09924 1.13235
H 0.24677 -1.77982 -0.18026
H 0.10998 1.38287 0.27809